(1)
Below is a molecular structure, C20H22MgN2O2 in a non-equilibrium geometry, with properties calculated with ωB97M-V with the def2-TZVPD basis set.

```
47
Properties=species:S:1:pos:R:3:lowdin_charge:R:1
C -0.43949 -1.35370 1.44148 -0.19
C 1.54133 0.27854 1.54860 -0.25
H -1.14139 -0.43152 1.41246 0.08
H -0.06614 -1.43985 2.47637 0.09
H -1.14665 -2.18245 1.25117 0.06
H 2.13409 0.96428 0.91852 -0.06
H 0.94810 0.86491 2.26824 -0.03
H 2.18427 -0.44360 2.06939 -0.02
C -2.69363 -1.09332 -1.31525 -0.07
C -3.60117 -1.41506 -2.34252 -0.03
C -3.26938 -1.06398 -3.66000 -0.03
C -2.04989 -0.40362 -3.89991 0.01
H -2.99468 -1.33232 -0.28758 0.12
H -4.54914 -1.91583 -2.13460 0.11
H -3.96614 -1.26620 -4.48423 0.12
H -1.77108 -0.06603 -4.88985 0.10
N -1.50590 -0.48435 -1.54304 0.08
C -1.16756 -0.14995 -2.82659 -0.16
C 0.16231 0.51823 -3.01760 -0.15
N 0.89571 0.75921 -1.88528 0.06
C 2.11045 1.36080 -1.98740 -0.06
C 1.93810 1.48008 -4.39025 -0.03
C 2.67558 1.72184 -3.21863 -0.03
H 2.66694 1.57490 -1.06797 0.12
H 3.66752 2.17258 -3.28390 0.11
C 0.66374 0.89208 -4.28618 0.01
H 0.05076 0.71212 -5.15991 0.10
H 2.34664 1.76166 -5.36933 0.12
Mg -0.08777 0.39052 -0.15268 0.50
C 0.74044 -1.71251 0.38266 -0.25
H 1.53911 -1.15540 -0.24785 0.08
H 0.23743 -2.32189 -0.37182 0.04
H 1.37013 -2.35792 1.00198 0.08
O -2.19808 3.87599 0.51020 0.05
C -1.61682 2.89225 0.95811 -0.61
O -1.02799 1.96140 0.29678 -0.10
C -1.40939 2.80197 2.45638 -0.16
C -2.32972 2.09398 3.23425 -0.04
C -2.07096 1.89628 4.59588 -0.10
C -0.96693 2.50172 5.19932 -0.11
C -0.08569 3.27610 4.44090 -0.08
C -0.34061 3.47855 3.06532 -0.02
H -3.19366 1.59812 2.75261 0.12
H -2.76328 1.30870 5.21295 0.10
H -0.78098 2.36979 6.25701 0.09
H 0.76906 3.76745 4.91705 0.10
H 0.35727 4.07565 2.44251 0.13
```

Net charge: 0

***

(2)
Below is C20H22N2O2 in the gas phase in a non-equilibrium geometry, with properties calculated with ωB97M-V with the def2-TZVPD basis set.

```
46
Properties=species:S:1:pos:R:3:lowdin_charge:R:1
C -1.57426 4.63128 4.08730 -0.09
O -1.82110 3.23889 4.05308 -0.09
C -1.13994 2.46376 3.13678 -0.26
C -0.11499 2.92025 2.25834 -0.01
C 0.58985 2.03656 1.46212 -0.03
C 0.29366 0.67196 1.45436 -0.21
C 1.07415 -0.29271 0.57826 -0.07
N 1.14226 0.18797 -0.80998 -0.08
N 2.26804 0.80678 -1.25272 0.13
C 2.02903 1.14364 -2.48597 -0.36
C 2.98565 1.80797 -3.36977 -0.05
C 0.67608 0.77298 -2.91093 0.03
C 0.13867 0.19588 -1.78353 -0.21
C -1.25505 -0.30366 -1.65403 -0.06
C -1.48555 -1.73529 -2.16095 -0.32
O -1.00833 -1.73963 -3.50110 -0.03
C -0.84750 -2.72841 -1.20458 -0.18
C 0.45567 -3.14381 -1.47346 -0.05
C 1.09986 -4.03952 -0.64704 -0.08
C 0.43276 -4.58678 0.45159 -0.09
C -0.84773 -4.12420 0.78292 -0.09
C -1.48052 -3.18180 -0.02447 -0.05
C -0.72074 0.20986 2.31012 -0.03
C -1.43991 1.11090 3.11734 -0.01
H -2.09922 5.09430 4.88181 0.07
H -0.53604 4.84974 4.29410 0.08
H -1.87623 5.14480 3.13612 0.11
H 0.17676 3.96424 2.23378 0.10
H 1.40159 2.36111 0.84032 0.11
H 2.10131 -0.45190 0.91949 0.13
H 0.56471 -1.23235 0.62566 0.09
H 2.49120 2.35034 -4.18716 0.08
H 3.63788 1.06289 -3.83554 0.08
H 3.62762 2.49615 -2.83850 0.07
H 0.23808 1.04385 -3.85092 0.11
H -1.86088 0.35403 -2.25253 0.12
H -1.57646 -0.21661 -0.61675 0.12
H -2.54078 -2.00282 -2.21790 0.15
H -0.16738 -1.24566 -3.50845 0.06
H 0.92892 -2.80029 -2.39606 0.12
H 2.14659 -4.31627 -0.85524 0.11
H 0.95068 -5.23415 1.13816 0.09
H -1.36274 -4.54680 1.67496 0.11
H -2.48567 -2.88109 0.24914 0.11
H -0.96808 -0.82927 2.38634 0.10
H -2.24191 0.71291 3.76547 0.13
```

Net charge: 0
Structure (SMILES): COc1ccc(Cn2nc(C)cc2C[C@@H](O)c2ccccc2)cc1

***

Number 1: HOMO energy -5.5 eV. Number 2: HOMO energy -8.5 eV.